A structure of composition C4H6AgO7. Source: the OMol25 dataset; level of theory: ωB97M-V with the def2-TZVPD basis set.

Each line ends with the Mulliken charge.
Element x y z (Å)
O  -0.61  1.24  -0.78  -0.517
C  0.31  0.81  0.13  0.160
C  0.81  -0.60  -0.20  -0.177
O  2.11  -0.39  -0.83  -0.292
C  2.47  0.82  -0.64  0.721
O  1.63  1.61  -0.10  -0.361
O  3.61  1.19  -1.10  -0.349
H  -1.01  2.07  -0.49  0.383
H  0.10  1.07  1.17  0.344
H  0.18  -1.12  -0.92  0.292
H  0.98  -1.21  0.70  0.267
H  3.76  2.14  -1.00  0.398
O  -2.82  -0.71  -0.63  -0.468
C  -2.54  -1.29  0.56  1.043
O  -1.54  -0.88  1.21  -0.766
O  -3.26  -2.25  0.89  -0.703
Ag  -2.03  -2.50  2.85  0.578
H  -2.17  0.00  -0.79  0.449

The net charge is +1. Its frontier orbital gap is 8.6 eV. The highest occupied orbital energy comes out at -12.70 eV.

---

A structure of composition C4H6AlO3. Source: the OMol25 dataset; level of theory: ωB97M-V with the def2-TZVPD basis set.

Each line ends with the Mulliken charge.
Element x y z (Å)
Al  -21.67  -15.57  24.24  2.128
C  -15.31  -11.93  23.16  -1.087
C  -16.18  -12.35  24.28  0.446
C  -16.97  -11.26  24.94  -0.126
O  -18.27  -11.88  25.13  0.039
C  -18.36  -12.99  24.48  0.652
O  -19.40  -13.66  24.47  -0.342
O  -17.20  -13.15  23.78  -0.085
H  -14.81  -12.79  22.69  0.411
H  -14.55  -11.21  23.46  0.445
H  -15.92  -11.45  22.40  0.426
H  -15.66  -12.94  25.04  0.350
H  -16.96  -10.41  24.27  0.359
H  -16.50  -10.96  25.87  0.384

Its spin multiplicity is 2. As for the relative energy (zero: lowest compared OMol25 entry of this formula, charge and spin): 0.622 eV. The net charge is +4. Its frontier orbital gap (spin up / spin down) is 6.6 / 5.5 eV. The highest occupied orbital energy (spin up / spin down) comes out at -29.42 / -28.76 eV.

---

A structure of composition C4H6BeCl2F3O2. Source: the OMol25 dataset; level of theory: ωB97M-V with the def2-TZVPD basis set.

Each line ends with the Mulliken charge.
Element x y z (Å)
Be  2.49  -1.07  -1.75  0.892
C  -0.44  -1.27  -0.08  -0.054
O  0.23  -0.21  0.66  -0.311
O  0.49  -2.16  -0.43  -0.764
C  -1.76  -1.78  0.63  0.812
F  -2.72  -2.12  -0.25  -0.287
F  -1.60  -2.86  1.41  -0.278
F  -2.33  -0.81  1.37  -0.277
C  -0.08  1.11  0.30  -0.057
C  0.79  2.02  1.17  -1.228
H  1.01  2.97  0.67  0.326
H  0.41  2.21  2.17  0.344
H  1.76  1.55  1.33  0.287
H  -1.14  1.31  0.49  0.217
H  0.08  1.31  -0.77  0.333
H  -0.78  -0.71  -0.96  0.236
Cl  2.85  1.75  -2.11  -0.606
Cl  0.74  -1.25  -3.87  -0.584

As for the relative energy (zero: lowest compared OMol25 entry of this formula, charge and spin): 0.000 eV. The net charge is -1. Its frontier orbital gap is 5.6 eV. The highest occupied orbital energy comes out at -5.68 eV.

---

A structure of composition C4H6BeCl2F3O2. Source: the OMol25 dataset; level of theory: ωB97M-V with the def2-TZVPD basis set.

Each line ends with the Mulliken charge.
Element x y z (Å)
Be  0.20  3.70  1.79  0.865
C  -1.54  -0.27  -0.32  -0.002
O  -0.56  -1.24  -0.12  -0.350
O  -2.69  -0.96  -0.78  -0.326
C  -1.59  0.67  0.93  0.860
F  -2.33  1.71  0.63  -0.275
F  -2.00  0.10  2.00  -0.251
F  -0.42  1.26  1.32  -0.268
C  0.77  -0.93  -0.73  -0.051
C  1.39  -2.32  -0.65  -1.138
H  2.35  -2.17  -0.16  0.335
H  0.86  -2.94  0.07  0.307
H  1.46  -2.86  -1.60  0.320
H  1.27  -0.17  -0.13  0.206
H  0.74  -0.63  -1.77  0.325
H  -1.21  0.36  -1.15  0.372
Cl  0.59  4.45  -1.05  -0.462
Cl  2.72  2.25  1.71  -0.468

Its spin multiplicity is 2. Its frontier orbital gap (spin up / spin down) is 5.5 / 5.5 eV. The highest occupied orbital energy (spin up / spin down) comes out at -10.13 / -10.13 eV.

---

Maximum force values, unit eV/A, following the record order: 1.3, 4.0, 4.6, 4.3.